# H5N4

An isolated ion of composition H5N4 and charge +1 (the ωB97M-V functional and the def2-TZVPD basis, the OMol25 dataset).

```
9
Properties=species:S:1:pos:R:3:lowdin_charge:R:1
N -1.472 -0.332 0.033 0.23
N -0.201 -0.040 0.016 -0.31
N 0.104 1.299 -0.019 0.19
N 0.718 -0.931 -0.041 0.20
H -1.601 -1.279 -0.260 0.09
H -0.546 2.053 -0.208 0.15
H 0.858 1.800 0.385 0.13
H 0.501 -1.902 0.299 0.20
H 1.640 -0.667 -0.205 0.13
```

LUMO	-5.5	eV
SMILES	N=[N+](N)N
gap between HOMO and LUMO	10.51	eV
charge	+1



# H5NO2Si

An isolated molecule of H5NO2Si (the ωB97M-V functional and the def2-TZVPD basis, the OMol25 dataset).

```
9
Properties=species:S:1:pos:R:3:lowdin_charge:R:1
N 1.176 0.476 -0.539 -0.06
Si -0.191 -0.095 0.347 0.18
O -1.525 0.724 -0.088 -0.15
O -0.254 -1.678 0.003 -0.14
H 1.361 1.464 -0.449 0.02
H 2.035 -0.025 -0.386 0.02
H 0.020 0.186 1.910 0.01
H -1.567 1.113 -0.959 0.05
H -1.057 -2.165 0.160 0.05
```

LUMO	0.7	eV
SMILES	N[SiH](O)O
gap between HOMO and LUMO	10.63	eV



# H5NO2Si

A 2-piece molecular cluster, H5NO2Si overall (the ωB97M-V functional and the def2-TZVPD basis, the OMol25 dataset).

```
9
Properties=species:S:1:pos:R:3:lowdin_charge:R:1
N 1.746 0.513 -0.213 -0.12
O -1.376 0.997 -0.530 -0.18
O -0.842 -1.541 0.077 -0.19
Si -0.648 0.012 0.475 0.51
H 2.271 0.123 0.577 -0.08
H 2.015 -0.044 -0.976 -0.11
H -1.278 2.002 -0.466 0.11
H -0.655 -1.764 -0.821 0.04
H -1.232 -0.299 1.876 0.02
```

LUMO	0.1	eV
gap between HOMO and LUMO	8.77	eV



# H5NOSSi

A 2-piece molecular cluster, H5NOSSi overall (the ωB97M-V functional and the def2-TZVPD basis, the OMol25 dataset).

```
9
Properties=species:S:1:pos:R:3:lowdin_charge:R:1
N 0.602 1.305 -1.040 -0.09
Si 1.189 -0.164 -0.386 0.47
O 1.737 -0.243 1.049 -0.41
H 0.462 1.613 -1.914 -0.04
H 0.509 2.205 -0.420 0.11
H 1.064 -1.189 -1.357 -0.04
S -2.208 -1.571 1.239 0.59
H -1.831 -0.563 0.582 -0.30
H -1.524 -1.393 2.246 -0.28
```

LUMO	0.5	eV
SMILES	N[SiH]=O.S
gap between HOMO and LUMO	10.37	eV



# H5NS2

A 2-piece molecular cluster, H5NS2 overall (the ωB97M-V functional and the def2-TZVPD basis, the OMol25 dataset).

```
8
Properties=species:S:1:pos:R:3:lowdin_charge:R:1
S -0.482 1.042 0.592 0.23
S -1.005 -0.534 -0.634 0.23
H -1.649 1.183 1.257 -0.20
H -0.206 -1.606 -0.429 -0.21
N 2.585 -0.819 -0.160 0.02
H 2.278 0.137 -0.335 -0.01
H 1.707 -1.282 -0.005 -0.06
H 3.129 -0.828 0.686 0.01
```

LUMO	0.1	eV
SMILES	SS.N
gap between HOMO and LUMO	9.51	eV



# H5NS2

A 2-piece molecular cluster, H5NS2 overall (the ωB97M-V functional and the def2-TZVPD basis, the OMol25 dataset).

```
8
Properties=species:S:1:pos:R:3:lowdin_charge:R:1
N -3.769 0.541 1.301 0.02
H -2.903 0.148 1.653 0.00
H -3.983 1.358 1.798 -0.02
H -4.416 -0.205 1.403 -0.01
S 4.813 0.172 -1.270 0.57
S 2.971 0.089 -2.070 0.55
H 5.041 -1.180 -1.420 -0.08
H 2.246 -0.924 -1.394 -0.04
```

LUMO (alpha / beta)	-5.8 / -9.4	eV
multiplicity	2
gap between HOMO and LUMO (alpha / beta)	6.06 / 2.40	eV
charge	+1



# H5O2S

A 3-piece molecular cluster, H5O2S overall (the ωB97M-V functional and the def2-TZVPD basis, the OMol25 dataset).

```
8
Properties=species:S:1:pos:R:3:lowdin_charge:R:1
S -0.051 0.047 0.103 -0.06
H -0.206 0.509 -1.153 -0.40
H 2.011 1.388 0.468 -0.04
H 2.210 2.051 -0.873 -0.03
O 2.542 2.156 0.005 -0.18
H -1.903 -1.390 0.360 -0.13
H -2.003 -2.680 0.802 0.02
O -2.599 -2.081 0.289 -0.18
```

LUMO	4.1	eV
gap between HOMO and LUMO	7.49	eV
charge	-1



# H5O3

A 3-piece molecular cluster, H5O3 overall (the ωB97M-V functional and the def2-TZVPD basis, the OMol25 dataset).

```
8
Properties=species:S:1:pos:R:3:lowdin_charge:R:1
O -0.044 0.635 0.729 -0.47
H 0.009 0.759 1.675 -0.12
O 2.306 0.077 -0.410 -0.18
H 1.806 -0.765 -0.388 0.01
H 1.602 0.606 0.063 -0.03
O -2.244 -0.474 -0.377 -0.15
H -2.053 -0.764 -1.257 -0.02
H -1.382 -0.074 -0.035 -0.03
```

LUMO	4.8	eV
gap between HOMO and LUMO	8.54	eV
charge	-1



# H5P3S

An isolated molecule of H5P3S (the ωB97M-V functional and the def2-TZVPD basis, the OMol25 dataset).

```
9
Properties=species:S:1:pos:R:3:lowdin_charge:R:1
P -0.408 -2.532 -0.098 0.31
P -0.156 -0.528 0.170 0.13
P 1.682 0.526 -0.266 0.01
S 3.091 -0.596 0.328 0.08
H 0.797 -2.735 -0.724 -0.27
H -0.954 0.539 -0.343 -0.08
H -0.559 -0.059 1.415 -0.08
H 1.541 1.766 0.342 -0.07
H 1.639 1.009 -1.629 -0.03
```

LUMO	0.1	eV
SMILES	P=[PH2][PH2]=S
gap between HOMO and LUMO	8.06	eV



# H60NO28

A 29-piece molecular cluster, H60NO28 overall (the ωB97M-V functional and the def2-TZVPD basis, the OMol25 dataset).

```
89
Properties=species:S:1:pos:R:3:lowdin_charge:R:1
N 1.333 20.695 -14.008 0.28
H 1.223 21.668 -14.254 0.07
H 1.307 20.666 -12.999 0.09
H 2.105 20.184 -14.410 0.03
H 0.480 20.232 -14.288 0.06
O 0.758 26.189 -12.723 -0.03
H -0.005 25.708 -12.403 -0.02
H 0.732 27.021 -12.250 0.05
O 2.589 16.482 -17.363 -0.04
H 2.812 15.737 -16.804 0.04
H 1.866 16.915 -16.908 0.00
O 1.684 17.334 -10.650 -0.03
H 1.771 17.140 -11.583 0.00
H 0.933 16.813 -10.365 0.07
O -1.325 20.240 -13.307 -0.04
H -1.604 19.865 -12.472 0.00
H -1.781 21.081 -13.357 0.02
O 3.546 18.133 -9.052 -0.06
H 3.981 17.294 -8.900 0.06
H 2.867 17.938 -9.699 -0.04
O -1.328 17.316 -15.321 -0.04
H -1.077 18.235 -15.228 0.02
H -2.274 17.339 -15.467 0.08
O -1.996 19.145 -10.605 -0.04
H -2.642 18.742 -10.025 0.06
H -1.699 18.430 -11.168 -0.01
O 2.186 21.345 -17.238 -0.03
H 1.745 22.195 -17.232 0.01
H 3.119 21.559 -17.260 0.05
O 2.157 16.841 -13.382 -0.03
H 2.015 17.405 -14.143 0.02
H 3.097 16.660 -13.389 0.05
O 1.545 24.467 -18.150 -0.05
H 2.356 24.174 -17.734 -0.01
H 1.688 24.318 -19.085 0.04
O 2.870 23.038 -9.387 -0.03
H 3.414 23.366 -8.671 0.09
H 2.041 23.508 -9.294 0.04
O 3.454 23.790 -15.859 -0.03
H 4.052 24.536 -15.825 0.04
H 3.427 23.463 -14.959 -0.01
O 3.069 19.123 -15.010 -0.02
H 3.117 18.898 -15.939 0.07
H 3.911 19.536 -14.819 0.05
O 3.793 25.869 -13.273 -0.02
H 4.068 26.059 -14.170 0.05
H 2.890 26.184 -13.227 0.02
O 2.926 23.227 -13.206 -0.05
H 2.882 22.908 -12.305 0.03
H 3.089 24.167 -13.120 0.00
O -3.290 22.459 -14.750 -0.07
H -2.760 22.216 -15.509 -0.02
H -4.184 22.222 -14.996 0.03
O 5.310 20.599 -13.595 -0.02
H 5.005 21.161 -12.882 0.01
H 6.257 20.547 -13.471 0.09
O 0.208 19.386 -16.200 -0.04
H 1.043 19.797 -16.421 0.00
H -0.357 19.572 -16.950 0.07
O -1.268 16.879 -12.459 -0.04
H -1.876 16.172 -12.240 0.06
H -0.899 16.624 -13.305 0.01
O 2.312 20.425 -8.260 -0.06
H 2.922 19.703 -8.413 -0.02
H 2.694 21.166 -8.729 -0.03
O -2.997 21.776 -17.283 -0.04
H -3.846 22.052 -17.628 0.06
H -2.409 21.809 -18.038 0.06
O 4.577 21.870 -11.233 -0.04
H 4.929 21.179 -10.672 0.07
H 4.003 22.377 -10.657 -0.01
O -0.086 14.968 -15.257 -0.06
H -0.505 15.807 -15.445 -0.04
H -0.478 14.358 -15.882 0.04
O 0.044 23.124 -8.925 -0.03
H 0.365 22.417 -9.484 -0.01
H -0.864 22.887 -8.737 0.06
O 0.591 21.013 -11.143 -0.03
H -0.274 21.300 -10.850 0.03
H 0.739 20.188 -10.682 0.05
O -0.986 24.344 -11.689 -0.04
H -1.761 23.818 -11.487 0.07
H -0.821 24.843 -10.889 0.06
O -0.219 22.917 -14.166 -0.02
H 0.060 23.404 -14.942 0.06
H -0.517 23.590 -13.555 0.02
O 4.870 18.317 -12.518 -0.05
H 4.215 18.400 -11.825 0.01
H 4.971 19.205 -12.859 -0.06
```

LUMO	-2.3	eV
gap between HOMO and LUMO	10.22	eV
charge	+1



no.,strongest force on any atom (eV/A),E (eV)
1,6.1,-6030.76513
2,2.2,-13547.22103
3,4.4,-13543.88412
4,5.7,-22331.67679
5,1.1,-23241.29879
6,2.3,-23232.05267
7,2.8,-15012.79644
8,0.8,-6224.44591
9,1.7,-38780.20783
10,1.3,-59792.41400